{"formula": "C21H27N5O9S2", "method": "ωB97M-V/def2-TZVPD", "e_homo_ev": -8.1, "e_lumo_ev": 0.345, "smiles": "COCC1=C(C(=O)O[C@@H](C)OC(=O)OC(C)C)N2C(=O)[C@H](NC(=O)/C(=N\\OC)c3csc(N)n3)[C@H]2SC1", "energy_ev": -69762.270, "multiplicity": 1, "de_lowest_kcal_mol": 0.00, "orbital_gap_ha": 0.310, "species": ["C", "O", "C", "C", "C", "C", "O", "O", "C", "C", "O", "C", "O", "O", "C", "C", "C", "N", "C", "O", "C", "N", "C", "O", "C", "N", "O", "C", "C", "C", "S", "C", "N", "N", "C", "S", "C", "H", "H", "H", "H", "H", "H", "H", "H", "H", "H", "H", "H", "H", "H", "H", "H", "H", "H", "H", "H", "H", "H", "H", "H", "H", "H", "H"], "positions_angstrom": [[-4.61, -3.68, -0.66], [-3.23, -3.63, -0.39], [-2.86, -2.45, 0.28], [-1.38, -2.43, 0.51], [-0.70, -1.28, 0.71], [-1.34, 0.06, 0.69], [-2.49, 0.25, 0.99], [-0.49, 0.98, 0.26], [-0.94, 2.32, 0.12], [0.19, 3.12, -0.49], [-2.07, 2.33, -0.73], [-3.27, 2.52, -0.15], [-3.43, 3.05, 0.91], [-4.20, 2.09, -0.97], [-5.56, 2.12, -0.49], [-6.46, 2.38, -1.69], [-5.86, 0.79, 0.19], [0.68, -1.30, 0.92], [1.53, -0.58, 1.70], [1.44, 0.47, 2.28], [2.61, -1.69, 1.58], [3.86, -1.32, 0.96], [4.00, -0.96, -0.35], [3.25, -1.28, -1.24], [5.21, -0.08, -0.57], [6.27, -0.39, -1.21], [6.35, -1.69, -1.67], [7.54, -1.88, -2.40], [5.03, 1.24, -0.01], [5.82, 2.34, -0.16], [5.16, 3.69, 0.70], [3.82, 2.63, 1.21], [2.78, 3.08, 1.93], [3.92, 1.43, 0.76], [1.56, -2.42, 0.73], [0.80, -3.91, 1.47], [-0.72, -3.77, 0.47], [-4.79, -4.62, -1.17], [-5.20, -3.65, 0.27], [-4.92, -2.85, -1.30], [-3.37, -2.39, 1.25], [-3.17, -1.56, -0.29], [-1.25, 2.70, 1.11], [0.40, 2.74, -1.48], [-0.10, 4.17, -0.55], [1.07, 3.02, 0.13], [-5.64, 2.94, 0.24], [-7.50, 2.41, -1.37], [-6.21, 3.33, -2.15], [-6.34, 1.59, -2.42], [-5.12, 0.60, 0.96], [-5.84, -0.02, -0.53], [-6.85, 0.83, 0.65], [2.81, -2.18, 2.53], [4.50, -0.88, 1.60], [8.42, -1.66, -1.78], [7.54, -2.93, -2.67], [7.57, -1.26, -3.29], [6.73, 2.43, -0.71], [2.90, 3.91, 2.49], [2.17, 2.35, 2.28], [1.82, -2.61, -0.31], [-1.40, -4.53, 0.86], [-0.46, -4.04, -0.56]], "mulliken_charge": [-0.710, -0.358, -0.451, 0.692, 0.152, 0.147, -0.637, -0.180, 0.229, -1.151, -0.451, 0.894, -0.621, -0.393, 0.596, -1.481, -1.223, 0.642, 0.471, -0.741, -0.776, -0.058, 0.773, -0.669, 0.032, -0.412, -0.173, -0.541, -0.434, -0.272, -0.240, 0.372, -0.312, -0.127, -0.570, -0.233, -1.087, 0.264, 0.308, 0.263, 0.393, 0.268, 0.493, 0.324, 0.427, 0.038, 0.371, 0.405, 0.380, 0.333, 0.256, 0.230, 0.454, 0.518, 0.394, 0.249, 0.251, 0.254, 0.527, 0.211, 0.286, 0.492, 0.521, 0.396]}